[1]
Below is a molecular structure, C5H6O in a non-equilibrium geometry, with properties calculated with ωB97M-V/def2-TZVPD.

Geometry as ORCA input:
```
! wB97M-V def2-TZVPD RIJCOSX def2/J DEFGRID3
* xyz 0 1
C 1.95 1.30 0.50
C 1.29 0.27 1.02
C 0.87 1.37 -0.65
C 0.29 0.21 -0.06
C -2.22 -1.94 -0.40
O -0.44 1.32 -0.04
H 2.69 1.97 0.56
H 1.31 -0.37 1.90
H 1.01 1.72 -1.75
H -2.07 -1.75 -1.46
H -2.93 -1.38 0.19
H -1.75 -2.71 0.20
*
```

## Properties
Maximum force: 4.6 eV/A
Relative energy (zero: lowest compared OMol25 entry of this formula, charge and spin): 194.2 kcal/mol

---

[2]
Below is 2 unconnected molecules or ions with the total composition C5H11NOS in a non-equilibrium geometry, with properties calculated with ωB97M-V/def2-TZVPD.

Geometry as ORCA input:
```
! wB97M-V def2-TZVPD RIJCOSX def2/J DEFGRID3
* xyz 0 1
C -2.13 1.85 1.22
C -1.51 0.58 1.92
C -0.77 1.43 0.89
C 0.39 1.84 0.36
C 1.89 -1.87 -2.21
N 1.13 -0.94 -1.41
O -1.27 -0.09 -1.92
S -0.40 -1.10 -0.91
H -2.96 1.67 0.42
H -2.29 2.74 1.76
H -1.10 0.91 2.89
H -1.79 -0.52 1.64
H 1.43 1.35 0.66
H 0.46 2.69 -0.36
H -1.41 0.74 -1.60
H 1.44 -2.13 -3.21
H 2.77 -1.36 -2.60
H 1.87 -2.90 -1.79
H 1.68 -0.02 -1.00
*
```

## Properties
SMILES: C=C1CC1.CNSO
Maximum force: 4.7 eV/A
Relative energy (zero: lowest compared OMol25 entry of this formula, charge and spin): 124.9 kcal/mol

---

[3]
Below is 4 unconnected molecules or ions with the total composition H8O4, with properties calculated with ωB97M-V/def2-TZVPD.

Geometry as ORCA input:
```
! wB97M-V def2-TZVPD RIJCOSX def2/J DEFGRID3
* xyz 0 1
O 2.37 -2.02 -1.48
H 3.22 -1.96 -1.91
H 2.54 -1.81 -0.55
O -2.04 2.76 0.44
H -2.55 1.96 0.30
H -1.71 2.69 1.34
O -0.61 -1.57 1.37
H -1.46 -1.45 1.79
H -0.51 -0.82 0.76
O 0.25 0.58 -0.33
H -0.38 1.22 -0.70
H 0.88 0.41 -1.04
*
```

## Properties
SMILES: O.O.O.O
Maximum force: 0.3 eV/A
Relative energy (zero: lowest compared OMol25 entry of this formula, charge and spin): 19.1 kcal/mol

---

[4]
Below is 2 unconnected molecules or ions with the total composition C5H16N2O in a non-equilibrium geometry, with properties calculated with ωB97M-V/def2-TZVPD.

Geometry as ORCA input:
```
! wB97M-V def2-TZVPD RIJCOSX def2/J DEFGRID3
* xyz 0 1
N -1.29 -0.53 -0.28
N -6.13 -0.48 -0.25
C 0.00 0.00 0.00
C -7.38 0.10 0.25
C -2.39 0.34 0.13
C -5.02 0.40 -0.08
C -3.71 -0.46 -0.02
H -1.31 -0.70 -1.29
H -6.20 -0.78 -1.23
H 0.28 0.04 1.07
H 0.05 1.02 -0.41
H 0.73 -0.63 -0.53
H -8.17 -0.66 0.27
H -7.64 0.87 -0.50
H -7.33 0.58 1.24
H -2.39 1.22 -0.55
H -2.09 0.70 1.14
H -5.09 0.88 0.92
H -4.97 1.21 -0.84
H -3.60 -1.02 -0.97
H -3.74 -1.19 0.81
O 3.52 0.01 0.78
H 3.77 0.47 -0.06
H 2.95 -0.74 0.49
*
```

## Properties
SMILES: CNCCCNC.O
Maximum force: 2.2 eV/A
Relative energy (zero: lowest compared OMol25 entry of this formula, charge and spin): 33.7 kcal/mol

---

[5]
Below is C5H4O in the gas phase, with properties calculated with ωB97M-V/def2-TZVPD.

Geometry as ORCA input:
```
! wB97M-V def2-TZVPD RIJCOSX def2/J DEFGRID3
* xyz 0 1
O 2.49 0.66 0.62
C 1.24 0.52 1.26
C 0.12 0.37 0.33
C -0.77 0.06 -0.43
C -1.80 -0.39 -1.24
C -2.69 -0.85 -1.90
H 2.59 -0.09 0.01
H 1.11 1.40 1.89
H 1.21 -0.37 1.92
H -3.48 -1.30 -2.46
*
```

## Properties
SMILES: C#CC#CCO
Maximum force: 0.6 eV/A
Relative energy (zero: lowest compared OMol25 entry of this formula, charge and spin): 56.6 kcal/mol

---

[6]
Below is C24H37N3O2 in the gas phase, with properties calculated with ωB97M-V/def2-TZVPD.

Geometry as ORCA input:
```
! wB97M-V def2-TZVPD RIJCOSX def2/J DEFGRID3
* xyz 0 1
C -1.78 0.08 -2.18
H -1.48 -0.08 -1.14
H -1.73 -0.87 -2.70
H -1.06 0.76 -2.64
C -3.19 0.65 -2.24
C -4.18 -0.32 -1.61
H -5.19 0.07 -1.65
H -4.16 -1.27 -2.15
H -3.91 -0.52 -0.57
H -3.46 0.78 -3.30
C -3.27 2.05 -1.59
C -2.77 2.06 -0.18
C -1.45 2.39 0.09
C -0.96 2.32 1.38
C -1.77 1.91 2.43
C -3.10 1.62 2.17
C -3.60 1.71 0.88
H -4.64 1.49 0.70
H -3.75 1.31 2.97
C -1.17 1.73 3.80
N 0.03 0.91 3.69
C -0.25 -0.45 3.28
C 1.06 -1.06 2.77
N 1.50 -0.25 1.65
C 2.02 -0.74 0.51
O 2.25 -1.92 0.33
C 2.29 0.35 -0.52
H 2.76 1.20 -0.01
H 1.34 0.70 -0.92
C 3.19 -0.08 -1.68
N 2.51 -0.89 -2.68
C 1.60 -0.27 -3.46
O 1.37 0.93 -3.34
C 0.90 -1.10 -4.52
C 0.86 -2.58 -4.20
C 2.28 -3.03 -3.90
C 2.77 -2.31 -2.65
H 2.30 -2.73 -1.75
H 3.86 -2.45 -2.55
H 2.92 -2.80 -4.75
H 2.33 -4.11 -3.72
H 0.23 -2.76 -3.33
H 0.45 -3.14 -5.04
H 1.45 -0.93 -5.46
H -0.10 -0.68 -4.65
H 3.54 0.83 -2.18
H 4.04 -0.64 -1.30
H 1.27 0.73 1.74
C 2.09 -1.07 3.90
C 2.25 0.33 4.48
C 0.89 0.92 4.86
H 1.01 1.95 5.19
H 0.45 0.34 5.69
H 2.89 0.30 5.37
H 2.72 0.98 3.74
H 3.05 -1.43 3.52
H 1.75 -1.76 4.67
H 0.90 -2.08 2.40
H -0.99 -0.43 2.48
H -0.65 -1.06 4.11
H -1.91 1.29 4.49
H -0.87 2.70 4.20
H 0.07 2.59 1.59
H -0.80 2.69 -0.71
H -2.67 2.74 -2.19
H -4.31 2.39 -1.62
*
```

## Properties
SMILES: CC(C)Cc1ccc(CN2CCC[C@H](NC(=O)CCN3CCCCC3=O)C2)cc1
Maximum force: 0.7 eV/A
Relative energy (zero: lowest compared OMol25 entry of this formula, charge and spin): 0.0 kcal/mol

---

[7]
Below is a molecular structure, C31H58BrIrN4OP3 in a non-equilibrium geometry, with properties calculated with ωB97M-V/def2-TZVPD.

Geometry as ORCA input:
```
! wB97M-V def2-TZVPD RIJCOSX def2/J DEFGRID3
* xyz 4 6
N -5.06 2.27 -4.66
C -5.09 2.35 -3.33
C -3.99 1.99 -2.54
C -2.81 1.51 -3.16
C -2.78 1.46 -4.56
C -3.95 1.83 -5.26
C -1.64 1.24 -2.26
Ir -0.40 -0.32 -2.24
P 3.39 -0.89 -1.02
C -0.29 1.61 -2.72
C 0.59 2.32 -1.76
C 1.90 2.65 -2.17
C 2.74 3.38 -1.32
C 2.36 3.55 0.03
C 1.01 3.38 0.39
C 0.14 2.75 -0.50
Br 3.64 3.79 1.34
H -1.93 1.59 -1.25
H -0.13 1.86 -3.79
H -4.03 2.12 -1.46
H -1.89 1.16 -5.12
H -5.98 2.75 -2.85
H -3.97 1.80 -6.35
H 2.22 2.33 -3.16
H -0.86 2.51 -0.15
H 3.70 3.73 -1.67
H 0.64 3.77 1.32
P -0.97 -2.35 -1.93
C 4.43 0.62 -1.00
C 5.93 0.45 -1.26
H 4.27 1.13 -0.03
H 3.99 1.29 -1.76
H 6.43 1.42 -1.09
H 6.37 -0.27 -0.57
H 6.14 0.15 -2.29
C 2.84 -0.94 -2.73
C 3.97 -1.48 -3.62
H 2.54 0.08 -3.00
H 1.95 -1.60 -2.78
H 3.58 -1.73 -4.61
H 4.77 -0.74 -3.74
H 4.41 -2.39 -3.19
C 2.30 -0.57 0.40
C 3.02 -1.15 1.63
H 1.33 -1.04 0.21
H 2.13 0.52 0.48
H 2.37 -1.82 2.19
H 3.90 -1.75 1.34
H 3.36 -0.35 2.31
C -0.43 -2.75 -0.24
C -1.16 -3.87 0.47
H -0.54 -1.81 0.33
H 0.65 -2.97 -0.32
H -2.24 -3.71 0.50
H -0.96 -4.83 0.00
H -0.81 -3.92 1.51
C -0.13 -3.18 -3.33
C 0.03 -2.09 -4.37
H -0.79 -3.98 -3.67
H 0.79 -3.64 -2.97
H -0.72 -2.18 -5.17
H -0.15 -1.04 -3.93
H 1.02 -2.09 -4.81
C -2.64 -3.04 -2.23
C -3.73 -2.06 -1.86
H -2.71 -3.98 -1.65
H -2.70 -3.31 -3.29
H -4.69 -2.44 -2.22
H -3.81 -1.91 -0.78
H -3.54 -1.08 -2.33
C -3.27 -0.89 3.46
N -2.44 0.14 4.10
C -2.70 0.26 5.54
P -0.89 0.40 3.52
O -0.77 0.10 2.06
N -0.64 1.96 4.09
C 0.72 2.51 3.95
C -1.67 2.96 3.79
N 0.28 -0.39 4.42
C 0.46 -0.16 5.85
C 0.75 -1.70 3.98
H -4.31 -0.67 3.70
H -3.03 -1.90 3.84
H -3.13 -0.86 2.37
H -2.35 -0.63 6.08
H -2.23 1.16 5.95
H -3.78 0.33 5.66
H 0.71 3.53 4.35
H 1.43 1.91 4.53
H 1.06 2.55 2.90
H -2.66 2.50 3.91
H -1.57 3.78 4.51
H -1.58 3.37 2.77
H -0.14 -0.86 6.46
H 1.52 -0.33 6.08
H 0.21 0.88 6.11
H 0.19 -2.53 4.43
H 0.68 -1.77 2.89
H 1.81 -1.79 4.29
*
```

## Properties
Maximum force: 4.5 eV/A
Relative energy (zero: lowest compared OMol25 entry of this formula, charge and spin): 1.9 kcal/mol

---

[8]
Below is a molecular structure, C10H4ClNO5Pt in a non-equilibrium geometry, with properties calculated with ωB97M-V/def2-TZVPD.

Geometry as ORCA input:
```
! wB97M-V def2-TZVPD RIJCOSX def2/J DEFGRID3
* xyz 2 3
O 2.58 0.07 -1.65
C 1.61 0.04 -1.03
Pt 0.00 0.00 0.00
O -1.62 0.71 -2.50
C -1.01 0.45 -1.56
C 1.01 -0.45 1.56
O 1.62 -0.71 2.50
C 0.21 1.86 0.40
O 0.33 2.98 0.64
C -0.21 -1.86 -0.40
O -0.33 -2.98 -0.64
Cl -3.40 -2.40 3.92
C -3.14 -1.10 2.78
C -4.09 -0.10 2.62
C -3.87 0.93 1.71
C -2.69 0.94 0.97
N -1.75 -0.04 1.12
C -1.97 -1.06 2.02
H -5.01 -0.11 3.20
H -4.60 1.71 1.58
H -2.52 1.75 0.26
H -1.23 -1.84 2.14
*
```

## Properties
Total energy: -1393.06632 Eh
Maximum force: 10.3 eV/A

---

[9]
Below is a gas-phase ion, C4H7NO3 (charge -2) in a non-equilibrium geometry, with properties calculated with ωB97M-V/def2-TZVPD.

Geometry as ORCA input:
```
! wB97M-V def2-TZVPD RIJCOSX def2/J DEFGRID3
* xyz -2 1
O 1.41 1.74 1.60
C 0.32 1.73 0.97
O -0.68 2.46 1.17
C 0.20 0.79 -0.30
C -0.96 -0.24 -0.29
C -0.67 -1.75 -0.05
O -1.76 -2.52 -0.29
N 1.48 0.19 -0.67
H -0.01 1.57 -1.04
H -1.46 -0.19 -1.26
H -1.65 0.06 0.49
H 0.24 -2.04 -0.65
H -0.30 -1.84 1.01
H 1.59 -0.74 -0.31
H 2.26 0.76 -0.37
*
```

## Properties
SMILES: N[C@@H](CC[O-])C(=O)[O-]
Maximum force: 1.1 eV/A
Relative energy (zero: lowest compared OMol25 entry of this formula, charge and spin): 16.5 kcal/mol

---

[10]
Below is 2 unconnected molecules or ions with the total composition C3H11NOS in a non-equilibrium geometry, with properties calculated with ωB97M-V/def2-TZVPD.

Geometry as ORCA input:
```
! wB97M-V def2-TZVPD RIJCOSX def2/J DEFGRID3
* xyz 0 1
C -2.08 1.01 -0.06
S -1.28 1.12 1.54
C -0.15 2.48 1.31
H -2.55 1.90 -0.33
H -1.35 0.84 -0.84
H -2.76 0.19 -0.07
H 0.77 2.19 0.89
H 0.19 3.03 2.22
H -0.52 3.30 0.64
N 0.95 -2.07 -2.39
C 1.53 -1.40 -1.25
O 2.04 -2.34 -0.35
H 0.40 -2.83 -2.07
H 1.66 -2.39 -3.04
H 0.67 -0.86 -0.75
H 2.23 -0.65 -1.72
H 2.86 -2.02 0.04
*
```

## Properties
SMILES: CSC.NCO
Maximum force: 2.4 eV/A
Relative energy (zero: lowest compared OMol25 entry of this formula, charge and spin): 24.2 kcal/mol

---

[11]
Below is C18H19NO5S in the gas phase in a non-equilibrium geometry, with properties calculated with ωB97M-V/def2-TZVPD.

Geometry as ORCA input:
```
! wB97M-V def2-TZVPD RIJCOSX def2/J DEFGRID3
* xyz 0 1
C 0.44 2.67 -0.52
C -0.51 1.76 0.20
C -1.66 1.31 -0.41
C -2.55 0.47 0.24
C -2.29 0.05 1.55
C -1.12 0.48 2.15
C -0.24 1.33 1.50
H 0.66 1.66 1.99
H -0.89 0.16 3.16
C -3.21 -0.90 2.26
H -3.14 -1.88 1.79
H -2.95 -0.99 3.31
H -4.24 -0.57 2.18
C -3.75 -0.01 -0.49
O -4.89 0.16 -0.15
C -3.43 -0.79 -1.78
H -3.73 -0.20 -2.65
H -4.00 -1.72 -1.76
O -2.04 -1.04 -1.93
C -1.52 -1.88 -1.02
O -2.17 -2.55 -0.27
C 0.00 -1.82 -1.05
N 0.51 -1.91 0.29
S 2.14 -2.18 0.48
O 2.37 -2.38 1.88
O 2.50 -3.19 -0.47
C 2.89 -0.62 0.00
C 3.17 -0.39 -1.34
C 3.72 0.83 -1.70
C 3.98 1.79 -0.74
C 3.69 1.54 0.59
C 3.14 0.33 0.96
H 2.92 0.09 1.99
H 3.90 2.29 1.34
H 4.41 2.74 -1.03
H 3.95 1.03 -2.74
H 2.99 -1.17 -2.05
H 0.12 -1.25 0.96
H 0.40 -2.68 -1.58
H 0.30 -0.90 -1.57
H -1.89 1.64 -1.42
H 1.10 3.18 0.17
H -0.11 3.41 -1.10
H 1.06 2.09 -1.21
*
```

## Properties
SMILES: Cc1ccc(C)c(C(=O)COC(=O)CNS(=O)(=O)c2ccccc2)c1
Maximum force: 1.0 eV/A
Relative energy (zero: lowest compared OMol25 entry of this formula, charge and spin): 23.9 kcal/mol

---

[12]
Below is a molecular structure, Br4Hf in a non-equilibrium geometry, with properties calculated with ωB97M-V/def2-TZVPD.

Geometry as ORCA input:
```
! wB97M-V def2-TZVPD RIJCOSX def2/J DEFGRID3
* xyz 0 1
Hf -0.83 0.55 0.75
Br 0.75 2.48 -2.87
Br -3.96 -1.13 -1.20
Br 1.21 -3.38 0.92
Br 2.84 1.48 2.39
*
```

## Properties
Maximum force: 2.0 eV/A
Relative energy (zero: lowest compared OMol25 entry of this formula, charge and spin): 399.0 kcal/mol

---

Question: The highest maximum force belongs to which entry?
Answer: C10H4ClNO5Pt

---

Question: Which formula does entry 10 have?
Answer: C3H11NOS

---

Question: Which value of maximum force does entry 9 give?
Answer: 1.1 eV/A